(1)
{
  "formula": "C28H47BrF6NO9S2SiTa",
  "method": "the ωB97M-V functional and the def2-TZVPD basis",
  "species": ["Ta", "F", "C", "F", "F", "S", "O", "O", "N", "S", "O", "O", "C", "F", "F", "F", "C", "C", "C", "C", "C", "C", "C", "Br", "C", "O", "C", "C", "C", "C", "C", "C", "H", "H", "H", "H", "H", "H", "H", "H", "H", "H", "H", "H", "H", "H", "H", "H", "H", "H", "H", "H", "C", "C", "C", "C", "O", "Si", "O", "O", "C", "C", "C", "C", "O", "C", "C", "C", "C", "H", "H", "H", "H", "H", "H", "H", "H", "H", "H", "H", "H", "H", "H", "H", "H", "H", "H", "H", "H", "H", "H", "H", "H", "H", "H", "H"],
  "coordinates": [[-0.76350, -0.09517, -0.33207], [4.23894, 0.37245, -1.26448], [3.56060, 1.03161, -0.36884], [4.15030, 1.06138, 0.78907], [3.20267, 2.21490, -0.77793], [1.94848, 0.00627, -0.11846], [0.89540, 0.73422, 0.72831], [1.20103, -0.21304, -1.41677], [2.46831, -1.25756, 0.61333], [1.26832, -2.23247, 1.06822], [0.11646, -1.94508, 0.12673], [1.64181, -3.57114, 1.27344], [0.55382, -1.51113, 2.67183], [0.24079, -2.50463, 3.45177], [1.40216, -0.68374, 3.22568], [-0.57097, -0.83580, 2.33093], [-3.04707, 7.53916, -1.41362], [-1.98954, 7.18119, -0.35732], [-2.42426, 7.73274, 1.00506], [-0.65483, 7.82814, -0.74083], [-1.87760, 5.65805, -0.31998], [-0.97662, 4.98619, -1.15044], [-0.92361, 3.61140, -1.09536], [0.23541, 2.69842, -2.24936], [-1.75006, 2.89334, -0.24300], [-1.59252, 1.51760, -0.25185], [-2.71332, 3.50292, 0.54398], [-2.72400, 4.89578, 0.48402], [-3.74817, 2.71494, 1.34606], [-4.73563, 3.64310, 2.05484], [-3.07520, 1.85364, 2.42154], [-4.53816, 1.84699, 0.35224], [-3.17599, 8.62157, -1.45643], [-4.01363, 7.09337, -1.17253], [-2.75097, 7.19537, -2.40622], [-2.35938, 8.82031, 0.98759], [-1.78323, 7.37243, 1.81164], [-3.45796, 7.48169, 1.24520], [-0.74788, 8.91111, -0.66648], [-0.36172, 7.60997, -1.76835], [0.15283, 7.51723, -0.07508], [-0.32922, 5.52090, -1.82778], [-3.44751, 5.41903, 1.08947], [-4.24598, 4.29797, 2.77693], [-5.45269, 3.03088, 2.60195], [-5.30084, 4.25796, 1.35302], [-2.58973, 2.47975, 3.17140], [-2.32547, 1.16842, 2.01794], [-3.82228, 1.23930, 2.92828], [-4.80959, 2.42444, -0.53340], [-5.45848, 1.50173, 0.81646], [-3.98932, 0.95616, 0.03417], [-1.14988, -5.39816, 0.19499], [-2.38136, -4.90876, 0.93180], [-2.26861, -5.16023, 2.42348], [-3.62697, -5.55452, 0.34725], [-2.44456, -3.44564, 0.78333], [-3.32240, -2.38896, -0.04216], [-2.29350, -0.99263, -0.10168], [-4.63235, -1.80464, 0.63218], [-5.90550, -2.27766, 1.17432], [-6.80722, -1.06438, 1.26982], [-5.64111, -2.85155, 2.55417], [-6.48584, -3.30115, 0.21512], [-3.45058, -2.63237, -1.63086], [-2.62578, -2.35485, -2.78392], [-3.58428, -2.33291, -3.96138], [-1.93752, -0.97940, -2.70781], [-1.57368, -3.43787, -2.94369], [-1.03673, -6.47205, 0.34648], [-0.24596, -4.91620, 0.56422], [-1.23681, -5.22203, -0.87397], [-2.39669, -6.22158, 2.63799], [-3.03790, -4.60868, 2.96346], [-1.28975, -4.85993, 2.79973], [-3.48446, -6.63389, 0.30117], [-3.80984, -5.21055, -0.67410], [-4.51143, -5.36698, 0.95472], [-6.35886, -0.29710, 1.90202], [-7.75989, -1.35443, 1.71328], [-7.00453, -0.64679, 0.28291], [-5.17403, -2.09900, 3.19071], [-4.98767, -3.72169, 2.51410], [-6.57936, -3.15729, 3.01690], [-6.66679, -2.84989, -0.76070], [-7.43519, -3.67309, 0.60055], [-5.82363, -4.15982, 0.08346], [-4.35709, -1.57741, -3.81876], [-4.06524, -3.30567, -4.04145], [-3.05937, -2.12683, -4.89448], [-2.57898, -0.18493, -2.32561], [-1.53822, -0.69444, -3.67970], [-0.97953, -1.00608, -2.07316], [-2.04514, -4.41051, -3.07385], [-0.91834, -3.50079, -2.07274], [-0.95600, -3.23985, -3.82127]],
  "e_lumo_ev": -7.803,
  "gap_ev": 6.305,
  "total_energy_ev": -167154.27517,
  "e_above_lowest_kj_mol": 0.0,
  "homo_energy_ev": -14.11,
  "multiplicity": 1,
  "charge": 2
}

***

(2)
{
  "formula": "C28H47BrN4O4",
  "method": "the ωB97M-V functional and the def2-TZVPD basis",
  "species": ["C", "C", "C", "C", "C", "C", "C", "C", "C", "C", "C", "C", "C", "C", "C", "C", "C", "C", "C", "C", "O", "C", "C", "O", "N", "C", "O", "C", "Br", "N", "C", "C", "C", "H", "H", "H", "H", "H", "H", "H", "H", "H", "H", "H", "H", "H", "H", "H", "H", "H", "H", "H", "H", "H", "H", "H", "H", "H", "H", "H", "H", "H", "H", "H", "H", "H", "H", "H", "H", "H", "H", "H", "H", "H", "H", "H", "C", "O", "N", "N", "H", "H", "H", "H"],
  "coordinates": [[-3.48120, 1.81365, 0.55662], [-2.92116, 1.85962, 1.97957], [-1.37658, 1.84242, 2.02663], [-0.77871, 0.61830, 2.72333], [0.72623, 0.45999, 2.40934], [1.15630, -0.94518, 1.97877], [0.27768, -1.57272, 0.88078], [0.93487, -2.04260, -0.43103], [-0.25627, -2.50250, -1.35072], [-0.74738, -1.49957, -2.36289], [-1.66536, -0.49857, -2.04283], [-2.08276, 0.41822, -3.01019], [-1.61648, 0.36387, -4.32932], [-2.06413, 1.34503, -5.37947], [-0.71110, -0.65215, -4.65824], [-0.29166, -1.56785, -3.68904], [1.86792, -1.00835, -1.05015], [1.38627, 0.37751, -1.43797], [2.55282, 1.35033, -1.61143], [3.22954, 1.76331, -0.31981], [2.81642, 3.09925, 0.01771], [3.37875, 3.50037, 1.19870], [4.71980, 4.14971, 1.10527], [2.79506, 3.37651, 2.21941], [2.50145, -1.76506, -2.14856], [2.48287, -3.09690, -1.87163], [2.82249, -3.98545, -2.59724], [1.89594, -3.26482, -0.44959], [3.55180, -3.05261, 0.70304], [1.45517, -4.58081, -0.20333], [0.82129, -4.86560, 1.07880], [1.43459, -6.12599, 1.71175], [0.92323, -7.40779, 1.07261], [-2.83389, 2.35316, -0.13109], [-4.45139, 2.30170, 0.53884], [-3.59590, 0.79030, 0.20416], [-3.25284, 2.80231, 2.39023], [-3.30571, 1.02355, 2.55690], [-1.00138, 1.86472, 1.00204], [-0.98978, 2.73454, 2.51119], [-0.88055, 0.77399, 3.79556], [-1.34654, -0.27065, 2.45968], [1.28114, 0.69921, 3.31354], [1.02924, 1.21394, 1.68824], [2.20735, -0.92052, 1.71463], [1.09824, -1.57818, 2.86318], [-0.46412, -0.83578, 0.57641], [-0.29496, -2.38304, 1.31501], [-1.08622, -2.72238, -0.68687], [-0.04283, -3.41988, -1.88734], [-2.05166, -0.42106, -1.03665], [-2.79617, 1.18572, -2.74199], [-1.29718, 1.40577, -6.14609], [-2.97995, 1.03374, -5.87207], [-2.16921, 2.33314, -4.94314], [-0.33687, -0.75494, -5.66534], [0.39484, -2.35285, -3.97738], [2.69774, -0.81222, -0.37569], [0.84245, 0.36782, -2.37946], [0.69684, 0.74245, -0.68210], [2.15741, 2.24778, -2.07869], [3.28451, 0.92086, -2.29096], [4.31409, 1.75619, -0.45312], [3.01912, 1.08588, 0.50662], [5.37868, 3.66433, 0.39677], [4.58065, 5.19275, 0.83574], [5.15054, 4.13735, 2.09794], [2.29528, -1.50780, -3.10211], [0.98174, -4.98637, -0.99487], [-0.24468, -5.06106, 0.95372], [0.97389, -4.05312, 1.77611], [2.50280, -6.06267, 1.51810], [1.31345, -6.11760, 2.79288], [-0.05916, -7.69443, 1.43657], [1.61757, -8.22652, 1.22861], [0.87032, -7.27235, -0.00630], [-4.83049, 5.63717, 2.58135], [-4.73991, 4.51749, 2.11110], [-5.11429, 5.85508, 3.90169], [-4.65407, 6.76476, 1.82694], [-5.19196, 6.76637, 4.30983], [-5.24804, 5.04721, 4.47982], [-4.44325, 6.63624, 0.85555], [-4.72257, 7.69432, 2.19342]],
  "e_lumo_ev": 0.630,
  "gap_ev": 9.338,
  "total_energy_ev": -113992.92181,
  "smiles": "CCCCCCC[C@@]1(Cc2ccc(C)cc2)[C@H](CCCOC(C)=O)NC(=O)[C@]1(Br)NCCC.NC(N)=O",
  "e_above_lowest_kj_mol": 0.0,
  "homo_energy_ev": -8.71,
  "multiplicity": 1,
  "charge": 0
}